No. 1
Formula: C23H31FN9O
Source: the Open Molecules 2025 dataset
Level of theory: ωB97M-V with the def2-TZVPD basis set

The total charge is +1. The max |F| is 3.7 eV Å⁻¹. The highest occupied orbital energy is -12.81 eV. The value obtained for the gap between HOMO and LUMO is 9.77 eV. For the electronic energy, the calculation gives -1562.5768 Ha.

```
65
Properties=species:S:1:pos:R:3:forces:R:3
O 3.127446 -1.015465 -0.113478 -0.1230 0.0152 0.0382
C 1.947770 -1.048371 -0.077512 1.5473 0.4040 -0.4220
F 1.378783 -2.013992 0.724856 -0.5006 0.8311 -0.6684
C 1.072612 -0.041545 -0.847864 -1.5583 -1.5952 0.9457
C -0.430489 -0.393961 -0.612793 0.3787 2.0145 0.0069
C -1.241468 0.656172 -0.265772 -1.8375 -1.3961 -0.5985
C -2.661781 0.346200 -0.019574 1.2539 -0.4117 -0.9724
C -3.122037 -1.022131 -0.129878 0.2796 1.2538 -0.2368
C -2.221292 -1.994342 -0.464792 -0.1028 0.3573 0.0042
N -0.927066 -1.658491 -0.703694 0.6005 -0.1404 -0.2408
H 1.345402 0.027708 -1.916190 0.0038 -0.5283 0.4753
H 1.273944 0.961123 -0.428474 -0.1657 -0.5705 -0.1000
H -0.842197 1.671197 -0.187241 -0.3639 -0.5071 -0.0894
H -3.336119 1.171884 0.207608 -0.2176 -0.4954 -2.0026
H -4.173468 -1.249994 0.052456 0.4440 0.0120 -0.0945
H -2.487284 -3.054130 -0.549391 0.1588 0.5379 0.0309
H -0.268510 -2.387544 -0.949541 -0.2715 -0.0134 0.0182
C -1.059720 -6.518147 0.382570 -0.2668 0.2009 0.0140
C -2.240671 -5.641500 0.425550 0.2194 -0.2887 0.0213
N -3.166859 -4.962611 0.459226 0.1642 0.0006 -0.0641
H -0.262333 -6.093882 0.990635 -0.0315 -0.0114 0.0115
H -1.317419 -7.502527 0.769223 -0.0152 0.0271 -0.0060
H -0.711628 -6.618623 -0.644238 -0.0348 -0.0117 0.0121
C -6.927984 -2.318814 -1.759514 0.0280 0.3418 0.0736
C -6.731731 -0.897646 -1.429922 -0.0540 -0.3424 -0.0878
N -6.571056 0.209292 -1.170090 0.1280 -0.0966 0.0499
H -7.960524 -2.488670 -2.059269 0.0193 0.0136 0.0084
H -6.268098 -2.602609 -2.577695 -0.0216 0.0222 0.0033
H -6.703644 -2.934828 -0.889809 -0.0173 0.0152 -0.0095
C 1.397028 3.316930 1.863711 -0.1443 0.0537 -0.3260
C 0.812996 3.464861 0.520322 0.2122 0.1452 0.3085
N 0.361517 3.580386 -0.530416 0.0730 -0.1357 0.1561
H 2.322410 2.745787 1.803966 0.0035 0.0377 -0.0061
H 1.611589 4.298615 2.282729 0.0050 -0.0146 -0.0265
H 0.697420 2.795549 2.515816 0.0027 0.0087 -0.0182
C -1.072852 1.407876 -4.506336 0.1593 -0.2900 -0.0596
C -0.432333 0.085384 -4.599752 -0.1885 0.3574 0.0429
N 0.069064 -0.945918 -4.668865 0.0038 0.0504 0.1801
H -0.625312 1.980423 -3.694442 0.0039 0.0048 -0.0229
H -0.938601 1.951745 -5.440943 -0.0247 0.0064 0.0199
H -2.138012 1.290883 -4.313588 0.0166 -0.0127 -0.0285
C 4.070011 -1.675907 3.169008 0.1368 0.1256 0.3104
C 4.656529 -1.222815 4.439629 -0.1479 -0.1318 -0.2716
N 5.110402 -0.869355 5.432638 -0.0256 0.0392 -0.0787
H 4.604332 -2.551490 2.804977 -0.0010 0.0288 -0.0037
H 3.022439 -1.934280 3.316308 0.0246 -0.0114 0.0199
H 4.140491 -0.883514 2.426132 0.0388 -0.0433 -0.0101
C 1.607720 2.632362 -8.015808 -0.2868 0.2172 0.0060
C 0.398069 3.470021 -7.965695 0.3112 -0.2134 -0.0183
N -0.546243 4.121317 -7.923917 0.0280 -0.0862 0.0777
H 2.395873 3.085711 -7.417032 -0.0186 0.0079 -0.0213
H 1.387757 1.640136 -7.624193 0.0020 0.0107 -0.0275
H 1.950470 2.540584 -9.044838 -0.0154 0.0022 0.0194
C -3.165987 2.284738 3.991743 0.0284 -0.1479 -0.2324
C -2.901788 1.484892 2.789607 -0.0925 0.2329 0.3059
N -2.695061 0.861465 1.847024 0.2581 0.2126 3.6915
H -2.506871 3.151551 4.009399 -0.0145 -0.0194 -0.0329
H -4.201442 2.622578 3.988315 0.0200 -0.0205 -0.0382
H -2.988717 1.681194 4.880641 0.0021 -0.0229 -0.0457
C 7.448967 1.687923 6.129691 0.0396 0.3826 0.0735
C 7.641974 3.108629 6.461381 -0.0048 -0.3275 -0.0779
N 7.792540 4.217145 6.718385 -0.0420 -0.0586 -0.0332
H 6.423573 1.518767 5.807563 0.0224 -0.0508 0.0435
H 8.126176 1.399699 5.327401 0.0005 0.0186 0.0229
H 7.651310 1.072352 7.004045 -0.0294 0.0056 -0.0199
```
Forces are in eV/Å.

No. 2
Formula: C23H31IrN4O3S
Source: the Open Molecules 2025 dataset
Level of theory: ωB97M-V with the def2-TZVPD basis set

The total charge is +3. As for the expectation value of S²: 0.79. The max |F| is 0.9 eV Å⁻¹. For the energy relative to the best compared isomer or geometry (same formula, charge and spin), the calculation gives 0.0 kJ/mol. The highest occupied orbital energy (alpha / beta) is -17.49 / -17.58 eV. The value obtained for the gap between HOMO and LUMO (alpha / beta) is 7.72 / 5.79 eV. For the electronic energy, the calculation gives -1841.3631 Ha. The spin multiplicity is 2.

```
63
Properties=species:S:1:pos:R:3:forces:R:3
Ir -1.263893 -0.211970 0.261618 0.2861 -0.0594 0.4736
N -1.327760 -1.411979 1.967900 0.0641 0.0165 0.0640
C -2.611414 -1.768641 2.674863 0.0278 -0.0032 -0.0333
C -3.689004 -2.189486 1.681318 -0.0529 -0.0773 0.0109
C -4.825210 -1.184060 1.530862 0.0874 0.1060 -0.0353
C -4.354538 0.243872 1.321377 0.0817 0.0316 0.1063
N -3.326185 0.413193 0.237137 -0.1743 -0.0187 -0.2190
H -0.888591 -2.301644 1.729589 0.0239 0.0263 -0.0576
H -0.694671 -1.000499 2.659476 -0.0469 -0.0602 0.0644
H -2.892623 -0.912073 3.284023 -0.0644 0.0129 -0.0475
H -2.374443 -2.579639 3.362483 0.0543 0.0293 0.0211
H -4.103503 -3.156401 1.964226 -0.0068 0.0274 0.0480
H -3.208888 -2.348366 0.713507 -0.0248 -0.0826 -0.0363
H -5.435467 -1.181393 2.436082 -0.0250 -0.0023 -0.0136
H -5.491208 -1.497303 0.724649 0.0232 0.0154 -0.0347
H -3.910837 0.654975 2.227989 0.0166 -0.0146 0.0039
H -5.200119 0.883966 1.070532 -0.0165 -0.0020 0.0124
H -3.168883 1.420756 0.177747 -0.0805 -0.0046 -0.0827
H -3.765340 0.196863 -0.657037 -0.0062 -0.1042 0.0236
C 5.122729 4.842425 0.329457 -0.0159 0.0100 -0.0068
C 4.067437 3.832153 0.642025 0.0301 0.0125 0.0016
C 2.801586 3.902568 0.042847 -0.0285 -0.0050 -0.0075
C 1.821158 2.982987 0.341081 0.0221 0.0150 0.0086
C 2.122641 1.959439 1.248822 -0.0964 0.1801 0.0479
C 3.373696 1.867187 1.875934 -0.0049 -0.0142 -0.0212
C 4.330550 2.804234 1.558121 0.0151 -0.0104 0.0058
S 0.925855 0.840833 1.684257 0.5990 -0.6046 -0.0399
O 1.251042 0.081392 2.845144 -0.0795 0.1847 0.1061
O -0.441444 1.389881 1.546268 -0.2381 0.1921 -0.1698
N 0.689462 -0.350315 0.448907 -0.2341 0.2338 0.0529
C 1.291546 -1.452687 0.020077 0.0396 -0.1002 -0.0936
C 2.640342 -1.833765 0.171650 0.0051 -0.0260 -0.0043
C 3.086941 -3.009101 -0.414283 -0.0341 0.0237 0.0077
C 2.230041 -3.811448 -1.154370 0.0024 0.0099 0.0074
C 0.853393 -3.469584 -1.326159 0.0405 -0.0361 -0.0060
C -0.061488 -4.255458 -2.057973 0.0171 -0.0182 -0.0034
C -1.369152 -3.847870 -2.155638 -0.0300 0.0391 0.0154
C -1.773199 -2.673000 -1.515455 0.0679 0.0065 -0.0433
N -0.932669 -1.915473 -0.815281 -0.1368 -0.0025 -0.1652
C 0.384821 -2.299648 -0.729210 -0.0871 -0.0182 -0.0076
H 4.736885 5.663063 -0.270036 -0.0030 -0.0042 -0.0021
H 5.941053 4.370239 -0.218836 0.0018 -0.0074 0.0042
H 5.548245 5.248333 1.247726 0.0002 -0.0073 0.0059
H 2.585292 4.714938 -0.638566 -0.0002 -0.0011 0.0036
H 0.826267 3.076451 -0.075636 0.0013 -0.0021 0.0030
H 3.567721 1.099129 2.613100 -0.0006 0.0068 0.0022
H 5.296848 2.761778 2.044252 -0.0021 -0.0036 -0.0016
H 3.317118 -1.207067 0.738275 -0.0142 0.0103 0.0028
H 4.121626 -3.300787 -0.295665 -0.0012 -0.0104 -0.0063
H 2.600081 -4.721217 -1.611052 0.0018 0.0026 0.0006
H 0.269770 -5.170164 -2.534844 0.0043 0.0031 0.0023
H -2.098743 -4.421277 -2.710331 0.0001 0.0014 -0.0003
H -2.799096 -2.335265 -1.567928 -0.0122 -0.0085 -0.0071
C 0.651164 0.897151 -2.724735 0.0032 0.0237 -0.0244
C -0.677863 1.459287 -2.368376 -0.0297 -0.1284 0.0009
C -1.250718 2.520574 -3.229046 -0.0132 0.0017 -0.0263
O -1.350230 1.051782 -1.403210 0.0458 0.2188 0.0614
H 1.315170 1.680814 -3.089101 -0.0038 0.0034 0.0084
H 0.499562 0.214818 -3.568705 0.0001 -0.0022 0.0075
H 1.113153 0.361143 -1.902924 0.0031 -0.0068 0.0084
H -0.600640 3.399657 -3.190188 0.0022 -0.0026 0.0096
H -2.257810 2.791472 -2.927403 -0.0018 -0.0071 -0.0062
H -1.237568 2.190226 -4.271326 -0.0022 0.0113 0.0001
```
Forces are in eV/Å.